{"formula": "C8H17NS3", "method": "wB97M-V/def2-TZVPD", "symbols": ["C", "C", "C", "C", "C", "C", "C", "C", "H", "H", "H", "H", "H", "H", "H", "H", "H", "H", "H", "H", "H", "H", "H", "H", "H", "N", "S", "S", "S"], "xyz": [[1.13, -2.65, 1.63], [-0.37, -2.71, 1.28], [-1.78, -0.73, 1.63], [-1.01, -0.11, 2.85], [-0.60, -1.03, -0.54], [1.53, 1.99, -0.66], [1.60, 2.40, -2.12], [2.27, 2.88, 0.34], [1.73, -2.47, 0.71], [1.37, -1.81, 2.29], [1.47, -3.57, 2.04], [-0.66, -3.49, 0.57], [-0.95, -2.85, 2.20], [-2.39, 0.01, 1.03], [-2.47, -1.48, 2.00], [-1.67, 0.54, 3.40], [-0.19, 0.55, 2.49], [-0.62, -0.88, 3.54], [1.98, 1.02, -0.61], [1.20, 3.46, -2.25], [1.08, 1.67, -2.75], [2.68, 2.52, -2.38], [2.27, 2.32, 1.31], [3.33, 2.95, 0.01], [1.83, 3.88, 0.36], [-0.86, -1.42, 0.73], [0.03, -2.01, -1.74], [-1.14, 0.57, -1.14], [-0.17, 1.89, 0.04]], "homo_energy_ev": -8.01, "smiles": "CCN(CC)C(=S)SSC(C)C", "total_energy_ev": -42567.6159, "largest_force_ev_per_a": 1.76, "e_lumo_ev": 0.40, "charge": 0}